The following is a quantum chemistry calculation of a structure of composition C4H9NP at a distorted geometry, from the Open Molecules 2025 dataset.

The calculation puts the total energy at -553.55066 Ha. The relative energy (zero: lowest compared OMol25 entry of this formula, charge and spin) is 2.6816 eV. As for the molar mass: 102.10 Da. The value obtained for the gap between HOMO and LUMO is 8.9 eV.

Structure (ORCA input):
```
! wB97M-V def2-TZVPD RIJCOSX def2/J DEFGRID3
* xyz 1 1
P 1.29969 0.92301 0.27923
N -1.37973 0.38303 1.23576
C -0.71009 -0.44681 -0.97892
C -0.31126 0.30613 0.23759
C 1.54196 0.36819 -1.38824
C 0.42074 -0.22416 -1.87610
H -1.61209 -0.05607 -1.53899
H 2.45727 0.58669 -2.02690
H 0.46315 -0.49322 -2.90935
H -0.97373 0.73602 2.08980
H 1.44086 -0.23645 2.68797
H -1.73001 -0.56462 1.21762
H 1.67289 -0.90171 3.03877
H -2.01048 1.15220 0.97044
H -0.56915 -1.53221 -1.03868
*
```


The following is a quantum chemistry calculation of a structure of composition C12H36FHfO12 at a distorted geometry, from the Open Molecules 2025 dataset.

As for the expectation value of S²: 0.7509. The calculation puts the total energy at -1528.89524 Ha. As for the molar mass: 569.90 Da. The value obtained for the gap between HOMO and LUMO (alpha / beta) is 5.9 / 5.6 eV.

Structure (ORCA input):
```
! wB97M-V def2-TZVPD RIJCOSX def2/J DEFGRID3
* xyz 2 2
Hf 4.95477 22.84145 19.97193
F 6.41273 24.58771 19.50880
O 4.12409 21.52270 21.94398
O 11.69254 21.91265 19.45412
O 3.89859 24.34269 18.03775
O 6.78352 30.05333 19.14648
O 8.45474 25.73272 21.37720
O 5.68386 22.34316 17.70807
O 8.90663 23.91599 18.10025
O 6.53866 26.95052 18.09025
O 7.29089 25.56002 23.86569
O 6.00562 23.66446 22.31714
O 4.75875 20.31803 19.26538
O 5.25609 23.51154 15.37682
C 3.35426 24.21837 16.70456
C 7.93543 26.70163 23.44751
C 5.63469 27.97460 18.46577
C 4.29290 24.55697 15.54324
C 7.84896 26.90105 21.96344
C 6.08188 29.42523 18.12290
C 6.13678 21.07437 17.48718
C 5.00102 20.18553 17.91933
C 4.94386 21.64262 23.16235
C 11.00360 22.67370 18.44978
C 9.54510 23.03356 18.98029
C 5.35154 23.11590 23.42810
H 4.48363 21.24650 24.06755
H 3.67129 24.62433 14.65040
H 11.51185 23.62423 18.28774
H 4.13158 20.53078 17.35988
H 7.82339 25.36465 20.75468
H 4.71765 25.53402 15.77358
H 3.36304 21.02348 22.24925
H 6.57090 29.48488 17.15058
H 7.42825 27.53982 23.92532
H 6.41256 20.96885 16.43793
H 5.62106 23.64033 14.49830
H 6.33619 26.16706 18.60678
H 7.58552 29.53794 19.25946
H 5.85129 21.04932 23.04978
H 11.03844 22.26520 17.43982
H 4.45338 23.69878 23.63218
H 8.39576 27.79017 21.64950
H 5.61480 27.89955 19.55300
H 5.12173 29.91461 17.95943
H 4.28375 19.54068 19.56820
H 3.02630 23.19359 16.53032
H 6.96890 25.74447 24.75107
H 8.91957 22.14101 18.96691
H 6.43720 24.45948 22.63849
H 3.57069 25.21175 18.28026
H 2.47804 24.86029 16.61355
H 5.93418 23.34229 24.32106
H 5.33138 19.17098 17.69649
H 6.84476 27.12592 21.60411
H 12.62037 21.83598 19.21991
H 7.00720 20.78842 18.07769
H 8.11846 24.19564 18.57161
H 9.53216 23.45914 19.98369
H 8.95102 26.71703 23.84304
H 5.52034 22.75352 16.85574
H 4.68703 27.80833 17.95353
*
```


The following is a quantum chemistry calculation of a cluster of 2 separate species, H2 in total at a distorted geometry, from the Open Molecules 2025 dataset.

The calculation puts the total energy at -0.94645 Ha. The relative energy (zero: lowest compared OMol25 entry of this formula, charge and spin) is 5.8348 eV. As for the molar mass: 2.02 Da. The value obtained for the gap between HOMO and LUMO is 7.0 eV.

Structure (ORCA input):
```
! wB97M-V def2-TZVPD RIJCOSX def2/J DEFGRID3
* xyz 0 1
H -1.12518 0.17318 -0.16866
H 1.12518 -0.17318 0.16866
*
```


The following is a quantum chemistry calculation of the molecule C2H2Cl2S at a distorted geometry, from the Open Molecules 2025 dataset.

The calculation puts the total energy at -1395.93163 Ha. The relative energy (zero: lowest compared OMol25 entry of this formula, charge and spin) is 0.6593 eV. As for the molar mass: 129.01 Da. The value obtained for the gap between HOMO and LUMO is 8.3 eV.

Structure (ORCA input):
```
! wB97M-V def2-TZVPD RIJCOSX def2/J DEFGRID3
* xyz 0 1
Cl -0.52393 -1.82028 -1.30070
Cl 1.16394 0.51019 -1.59017
S -0.78039 0.82209 1.77995
C 0.17502 -0.00929 0.77318
C -0.14740 -0.07092 -0.71285
H -1.01276 0.47813 -0.82789
H 1.25875 -0.15763 1.13292
*
```